[1]
# C14H21Cl3InN2O2Si

C14H21Cl3InN2O2Si as an isolated structure (ωB97M-V with the def2-TZVPD basis set, the OMol25 dataset).

Summary:
* multiplicity: 1
* charge: -1

Cartesian coordinates (Å):
In: 0.12549 1.53656 1.03491
N: 2.19192 2.26449 0.01077
C: 2.67724 3.65273 -0.01354
C: 1.53977 4.63065 -0.27817
O: 1.56219 5.54005 -1.05322
O: 0.50587 4.28505 0.50339
H: 2.82305 1.66166 0.52646
H: 2.08626 1.86436 -0.91676
H: 3.46097 3.82819 -0.75095
H: 3.06331 3.87662 0.98259
Cl: -2.37546 5.38825 0.27539
Si: -1.08377 3.75577 0.18364
Cl: -0.95022 3.35394 -1.91177
Cl: 1.04300 2.01407 3.22213
C: 2.69079 -2.01579 -0.99509
C: 1.95565 -2.64655 0.18965
C: 2.47926 -2.10303 1.52196
C: 0.44511 -2.55247 0.05549
C: -0.26806 -3.73594 -0.03153
C: -1.65307 -3.76639 -0.14328
C: -2.31520 -2.55290 -0.22398
C: -1.64704 -1.33605 -0.18528
C: -2.45225 -0.06722 -0.36947
C: -3.40279 -0.12247 -1.56536
C: -3.21295 0.30745 0.90458
C: -0.23117 -1.28694 0.02293
N: 0.52901 -0.16006 0.14185
H: 3.77473 -2.10427 -0.86859
H: 2.42528 -0.96166 -1.07455
H: 2.41503 -2.50767 -1.93075
H: 2.18693 -3.71859 0.17484
H: 2.26643 -1.03908 1.60887
H: 3.55942 -2.26344 1.60130
H: 1.99851 -2.60932 2.36207
H: 0.28310 -4.67189 0.01154
H: -2.19276 -4.70422 -0.18219
H: -3.39530 -2.55052 -0.33930
H: -1.74411 0.73148 -0.59702
H: -4.18768 -0.87021 -1.42761
H: -2.85936 -0.37248 -2.47766
H: -3.88853 0.84609 -1.71018
H: -3.93807 -0.47179 1.15429
H: -3.75023 1.25375 0.79412
H: -2.54033 0.39982 1.76348

---

[2]
# C28H30F9NO24P

A 7-piece molecular cluster, C28H30F9NO24P overall (ωB97M-V with the def2-TZVPD basis set, the OMol25 dataset).

Summary:
* multiplicity: 1
* charge: +1

Cartesian coordinates (Å):
O: 1.67969 3.16796 -0.34399
C: 2.13191 2.49634 -1.23752
O: 3.42904 2.73475 -1.61428
C: 3.84592 1.95821 -2.74971
C: 5.28227 2.39170 -3.29434
O: 5.56390 3.75987 -3.05804
C: 5.29444 2.06437 -4.84060
F: 4.74081 0.80311 -5.05223
F: 6.57393 1.98413 -5.33542
F: 4.53586 2.94505 -5.56880
C: 1.18149 1.46213 -1.90658
C: 1.48385 0.00587 -1.88428
C: 0.56825 -0.93675 -2.48866
N: -0.56618 -0.47811 -3.10491
C: -0.89749 0.86243 -3.16555
C: -0.05019 1.90747 -2.56911
C: -0.56813 3.36640 -2.67003
P: 0.45463 4.49841 -3.74287
O: -0.01225 4.61773 -5.14978
O: 0.30693 6.02666 -3.05935
O: 2.06800 4.14418 -3.74607
H: 3.15140 1.99077 -3.62543
H: 3.95059 0.86864 -2.46934
H: 6.07965 1.74680 -2.84324
H: 6.28478 3.80880 -2.40562
H: 2.44011 -0.28301 -1.39129
H: 0.76494 -2.02922 -2.46457
H: -1.19699 -1.18127 -3.50682
H: -1.84635 1.11211 -3.68969
H: -0.69927 3.80267 -1.64150
H: -1.60083 3.33370 -3.11361
H: -0.05000 5.87724 -2.15822
H: 2.41447 4.04159 -4.65260
C: -1.88164 2.17151 1.69721
C: -3.04823 3.06006 2.01301
O: -3.15477 3.86710 0.85113
C: -2.68492 3.10838 -0.17132
O: -2.86416 3.35146 -1.32643
O: -1.98700 2.03169 0.27937
F: -2.78298 3.85546 3.07134
H: -0.92297 2.63230 1.94651
H: -1.94588 1.20449 2.19422
H: -3.98901 2.52925 2.17797
C: -3.77084 -4.91790 -2.19344
C: -3.90029 -3.70500 -1.32745
O: -2.55633 -3.27061 -1.19045
C: -1.92518 -3.66836 -2.32733
O: -0.85884 -3.24764 -2.68371
O: -2.64261 -4.58573 -3.00814
F: -4.38041 -4.02584 -0.10337
H: -3.55326 -5.82247 -1.62270
H: -4.65684 -5.09382 -2.80120
H: -4.50324 -2.90260 -1.76034
C: 3.50833 1.30900 1.55292
C: 4.08673 1.29033 2.93441
O: 3.40809 0.20583 3.55016
C: 3.10730 -0.66213 2.54410
O: 2.77975 -1.79168 2.70675
O: 3.23625 -0.07183 1.31833
F: 3.78627 2.42197 3.60284
H: 2.57727 1.87557 1.49350
H: 4.20648 1.70240 0.81439
H: 5.16426 1.11750 2.96818
C: -2.70235 -9.18967 1.49885
C: -3.88565 -8.31758 1.79814
O: -3.99209 -7.51850 0.63406
C: -3.49583 -8.27961 -0.38407
O: -3.66926 -8.04365 -1.53859
O: -2.78887 -9.33911 0.08238
F: -3.64462 -7.50933 2.85896
H: -1.75372 -8.71300 1.75645
H: -2.75735 -10.15493 2.00004
H: -4.81950 -8.86230 1.95563
C: -5.97759 -3.86553 2.25541
C: -6.00731 -3.56892 3.72581
O: -7.39011 -3.51218 4.01177
C: -7.99064 -4.34522 3.11033
O: -9.09849 -4.75336 3.21191
O: -7.15022 -4.65365 2.08106
F: -5.45834 -2.35635 3.99183
H: -6.05220 -2.96343 1.64368
H: -5.08810 -4.41684 1.96019
H: -5.53434 -4.33178 4.34928
C: 4.65066 6.00209 4.73593
C: 5.91077 6.62073 4.20935
O: 6.71636 5.49577 3.91383
C: 5.85226 4.48978 3.60566
O: 6.17170 3.48374 3.05245
O: 4.58165 4.78133 4.00089
F: 6.52803 7.35919 5.16004
H: 4.70583 5.77979 5.80398
H: 3.77352 6.62107 4.55157
H: 5.77525 7.22208 3.30684

---

[3]
# C4H8O

One molecule with the formula C4H8O (ωB97M-V with the def2-TZVPD basis set, the OMol25 dataset).

Summary:
* multiplicity: 1
* SMILES: COC1CC1

Cartesian coordinates (Å):
C: -1.13825 -0.79839 1.09728
O: -1.42011 0.09294 0.05121
C: -0.31993 0.65348 -0.59812
C: 1.05214 0.79646 -0.00285
C: 0.81551 -0.13611 -1.17326
H: -0.67227 -1.73107 0.74349
H: -2.09095 -1.04009 1.57275
H: -0.48502 -0.33509 1.84600
H: -0.67231 1.48774 -1.19976
H: 1.57489 1.73228 -0.17213
H: 1.29545 0.33423 0.94974
H: 1.19874 0.14509 -2.15000
H: 0.86211 -1.20147 -0.96434

---

[4]
# C4H7NS2

One molecule with the formula C4H7NS2 (ωB97M-V with the def2-TZVPD basis set, the OMol25 dataset).

Summary:
* multiplicity: 1
* SMILES: C/C(N)=C/C(=S)S

Cartesian coordinates (Å):
C: -1.21143 -1.39613 0.12620
C: 0.01039 -0.68338 -0.39114
C: 0.15931 0.38274 0.39985
C: 1.12001 1.45886 0.37804
H: -1.90934 -1.41291 -0.73994
H: -1.30796 -2.39745 0.88335
H: -1.47700 -0.28898 0.81424
H: 1.05849 -0.19816 -2.10682
H: 0.26911 -1.63181 -2.36758
H: -0.20726 0.09079 1.58149
H: -0.26483 2.71908 2.14787
N: 0.42581 -0.80389 -1.67088
S: 0.99477 2.65747 1.69319
S: 2.33992 1.50377 -0.74787

---

[5]
# C4H8Cl4

A 2-piece molecular cluster, C4H8Cl4 overall (ωB97M-V with the def2-TZVPD basis set, the OMol25 dataset).

Summary:
* multiplicity: 1
* SMILES: ClCCCl.ClCCCl

Cartesian coordinates (Å):
Cl: -1.37314 8.52114 -39.09748
C: -1.57919 9.89990 -40.21940
C: -0.93388 9.55180 -41.53642
Cl: -1.18445 10.88802 -42.68669
H: -1.12065 10.76540 -39.74969
H: -2.64426 10.08539 -40.32953
H: -1.37456 8.65133 -41.95556
H: 0.13512 9.40816 -41.40722
Cl: -1.96840 11.92811 -37.21362
C: -3.49233 11.11180 -36.75037
C: -3.22712 9.88056 -35.93152
Cl: -2.64124 10.28965 -34.30413
H: -3.99211 10.83376 -37.67611
H: -4.09588 11.83163 -36.20422
H: -2.48790 9.24348 -36.41292
H: -4.14706 9.30849 -35.82090

---

[6]
# C3H7N3O3S2

One molecule with the formula C3H7N3O3S2 (ωB97M-V with the def2-TZVPD basis set, the OMol25 dataset).

Summary:
* multiplicity: 1
* SMILES: NN1C=CS[C@]1(O)S(N)(=O)=O

Cartesian coordinates (Å):
C: 2.01255 -0.54413 0.68207
C: 2.25029 0.77113 0.79495
C: 0.39512 0.25635 -0.81864
N: 1.08134 -0.85412 -0.32949
N: 0.42593 -2.10239 -0.20771
N: -2.27538 1.60971 0.67599
O: -0.01023 0.01830 -2.05477
O: -1.21075 -0.61406 1.26684
O: -2.23764 -0.42834 -0.87264
S: 1.25252 1.75058 -0.38272
S: -1.42221 0.20509 0.14015
H: 2.55237 -1.15874 1.35100
H: 2.74269 1.40913 1.52305
H: 0.08717 -2.15021 -1.14033
H: -0.29151 -2.19230 0.44815
H: -0.90957 -0.32985 -2.18351
H: -2.76919 2.09193 -0.08568
H: -1.67350 2.26194 1.19329

---

These records have HOMO level values of -3.48 -13.01 -9.21 -8.16 -10.82 -8.14 eV, in the order they appear.
These records have max |F| values of 0.9 3.9 0.3 6.1 0.3 3.7 eV/A, in the order they appear.
These records have Kohn-Sham gap values of 6.086 8.388 10.364 7.839 11.552 8.435 eV, in the order they appear.